Entry 1:
60
Properties=species:S:1:pos:R:3:forces:R:3:lowdin_charge:R:1 method="wB97M-V/def2-TZVPD" gap_ev=6.46 relative_energy_kj_mol=0.0 total_charge=+1 homo_energy_ev=-11.24
I -5.129754 0.360324 2.880859 0.0 0.0 0.0 1.03
Br 4.677560 -3.256055 3.071809 0.0 0.0 0.0 0.81
Ti -0.801781 1.031855 0.186092 0.0 0.1 0.0 1.07
Cl -1.827056 -3.695946 5.101886 0.0 0.0 0.0 0.77
Si 0.323097 -0.252520 -2.729905 0.0 0.0 0.0 0.44
Si -2.103262 1.969170 -2.138119 0.0 0.0 0.1 0.45
O -2.360502 0.651131 1.162578 0.1 0.1 -0.2 -0.21
O 2.714523 2.966849 0.466675 -0.1 0.0 0.0 0.16
O 0.846573 1.745714 0.518780 -0.4 -0.1 -0.1 -0.16
N -0.272621 -0.704950 1.163828 0.0 0.0 0.0 0.04
C -3.192635 -1.791908 3.831862 0.0 0.0 0.0 -0.15
C 2.792324 0.809252 1.494918 -0.2 0.0 0.0 -0.11
C 2.533390 -1.372813 2.925860 0.1 0.0 0.0 -0.21
C -1.642114 3.234609 -0.757477 0.1 0.0 0.2 -0.17
C -0.040658 -0.118836 -4.555820 0.0 0.0 0.0 -0.17
C 0.440302 -2.072964 -2.308586 0.0 0.0 0.0 -0.17
C -2.372782 -0.373144 2.030296 0.0 0.0 0.1 -0.39
C 2.156917 1.966431 0.805269 0.4 0.0 0.0 -0.49
C -1.140970 -1.105713 2.055399 0.0 0.1 0.0 -0.12
C 1.900482 -0.147303 2.210890 0.0 0.0 0.0 -0.13
C -0.894323 -2.121650 3.070827 0.0 0.0 0.0 -0.13
C 4.662463 -0.738500 1.798702 0.0 0.0 0.0 -0.08
C -3.364260 -0.710258 2.886254 -0.1 0.1 -0.1 -0.63
C -3.916756 1.589091 -2.031931 0.0 0.0 0.0 -0.15
C 3.943246 -1.619139 2.491375 0.0 0.0 0.0 -0.65
C -2.025713 -2.448394 3.934401 0.0 0.0 0.0 -0.60
C 4.080626 0.518479 1.312757 0.0 0.0 0.0 0.03
C 1.924188 0.631633 -2.345570 0.0 0.0 0.0 -0.15
C -1.615418 2.799178 -3.723817 0.0 0.0 0.0 -0.16
C 1.107560 -1.111802 1.308120 0.0 0.0 0.0 -0.20
C 0.333284 -2.669348 3.158108 0.0 0.0 0.0 0.09
C 1.451673 -2.285801 2.257134 -0.1 0.0 0.0 -0.15
C -1.106200 0.422125 -1.670187 0.1 -0.1 0.0 -0.41
H 2.496782 -1.349594 4.017302 0.0 0.0 0.0 0.16
H 1.212056 0.370177 2.882704 0.0 0.0 0.0 0.17
H 2.344943 0.324770 -1.385226 0.0 0.0 0.0 0.02
H 0.079567 0.893795 -4.940020 0.0 0.0 0.0 0.02
H 1.573547 -1.220265 0.329929 0.0 0.0 0.0 0.15
H 4.706478 1.194346 0.743341 0.0 0.0 0.0 0.14
H -4.173628 1.177743 -1.053464 0.0 0.0 0.0 0.03
H 1.855064 -3.186646 1.788576 0.0 0.0 0.0 0.15
H -0.551522 3.038263 -3.761047 0.0 0.0 0.0 0.05
H -1.860356 2.174427 -4.582670 0.0 0.0 0.0 0.04
H 0.662532 -0.757951 -5.095851 0.0 0.0 0.0 0.04
H -4.513060 2.490021 -2.189845 0.0 0.0 0.0 0.05
H 0.528880 -3.431791 3.904468 0.0 0.0 0.0 0.12
H 5.694775 -0.952408 1.558650 0.0 0.0 0.0 0.11
H -1.854282 3.046553 0.310555 0.0 -0.1 0.1 0.04
H 1.341920 -2.509343 -2.744611 0.0 0.0 0.0 0.05
H -4.016993 -2.049107 4.481162 0.0 0.0 0.0 0.10
H -0.415479 -2.612526 -2.721014 0.0 0.0 0.0 0.04
H -2.173987 3.733190 -3.818337 0.0 0.0 0.0 0.05
H -0.608616 3.581849 -0.842665 0.0 0.0 0.0 0.05
H -1.822602 -0.404472 -1.547609 0.0 0.0 0.0 0.05
H -2.269987 4.112050 -0.930412 -0.1 -0.1 -0.1 0.07
H 0.458145 -2.264137 -1.233976 0.0 0.0 0.0 0.01
H -4.205116 0.861761 -2.793424 0.0 0.0 0.0 0.05
H 2.661209 0.386252 -3.113934 0.0 0.0 0.0 0.05
H -1.048145 -0.464390 -4.797000 0.0 0.0 0.0 0.04
H 1.816472 1.718637 -2.328850 0.0 0.0 0.0 0.05

***

Entry 2:
79
Properties=species:S:1:pos:R:3:forces:R:3:lowdin_charge:R:1 method="wB97M-V/def2-TZVPD" gap_ev=6.36 total_charge=0 smiles="CCOCCO[C@@]1(P(O)Br)O[C@@](CCC(F)(F)C(F)(F)C(F)(F)C(F)(F)S(F)(F)(F)(F)F)(CC(=O)I)[C@](c2ccncc2)(P(=O)(O)O)[C@]1(F)COC" homo_energy_ev=-8.96
I -5.286167 2.205836 -0.993695 1.2 -0.4 -0.5 0.76
Br 2.192224 -1.980040 -3.032058 -0.9 0.7 0.1 0.33
S 5.449304 6.448492 -1.158899 2.9 5.1 0.4 1.09
P -0.313922 0.515118 2.302113 7.3 0.1 2.5 0.81
P 0.107433 -2.766883 -2.726711 -1.0 -1.8 -2.2 0.68
F 2.298356 3.501754 0.942133 -0.4 2.2 -4.6 0.02
F 0.892883 4.737012 -2.512924 0.7 -2.4 3.7 -0.01
F 6.081984 5.723559 -2.572009 -1.9 1.2 3.0 -0.17
F 3.931258 6.805012 -1.841082 3.1 -1.4 1.3 -0.17
F 1.998451 5.667949 0.027772 1.2 -4.4 -1.5 0.02
F 4.717389 5.149405 1.104890 0.3 -1.8 -5.3 0.03
F 4.967728 7.268104 0.309641 0.8 -1.0 -3.7 -0.20
F 6.147648 3.956601 -0.374964 -4.1 3.0 -0.2 0.01
F 3.727636 3.993985 -2.548051 0.1 0.6 5.0 0.04
F 6.005075 7.959399 -1.758557 -1.3 -3.2 1.2 -0.18
F -0.833868 -2.759551 1.243610 -0.3 2.0 -3.0 -0.06
F 4.054791 2.562678 -0.704484 -1.0 4.4 -1.2 0.02
F -0.252238 4.157297 -0.513458 3.7 -1.2 -2.3 -0.01
F 7.010278 6.256953 -0.394339 -3.2 0.5 -1.8 -0.20
O -3.743929 0.113352 -2.531923 2.4 6.5 5.6 -0.10
O -0.720138 -2.268366 -4.222861 0.3 -0.4 2.6 -0.36
O -2.568126 -5.098508 0.442054 0.9 -0.5 -0.7 -0.23
O 1.491757 -2.638496 1.742589 0.8 0.5 -1.7 -0.28
O -2.283311 -2.369962 -1.629693 1.9 -0.6 0.9 -0.14
O -0.316797 2.293705 2.175159 -1.7 -2.9 1.4 -0.23
O 1.254735 0.256267 2.496562 -5.7 0.4 -1.3 -0.36
O -1.049359 -0.072230 3.768588 0.1 3.2 -2.0 -0.20
O -0.909923 -0.498063 -1.767521 -0.5 -0.7 1.3 -0.16
N -5.821320 -0.208406 2.359378 5.8 0.1 -2.0 -0.02
C -5.170979 -1.398640 1.724964 1.5 1.3 0.0 -0.08
C -0.917426 -1.948386 -1.355188 -0.7 4.1 0.1 -0.47
C 1.235154 -2.042439 0.383121 1.4 -0.6 1.1 -0.13
C -1.045019 -0.307710 0.687250 -2.2 1.1 0.0 -0.16
C -3.669082 -1.600925 1.142450 -0.5 3.8 1.6 0.05
C 0.673144 1.087982 -0.881781 1.2 0.3 -0.1 -0.09
C 2.243503 4.233469 -0.379836 -0.6 1.8 2.8 -0.08
C -3.405765 0.976270 1.896968 -1.3 -1.4 0.0 -0.07
C -4.939448 0.997090 2.455526 2.0 -3.6 -1.8 -0.14
C -2.537695 -3.768751 -1.826841 -2.0 -2.9 0.4 -0.20
C -0.884742 0.588051 -0.728952 0.8 -1.6 -0.8 -0.27
C -1.978176 -6.182715 1.234858 0.3 -0.7 1.6 -0.25
C 0.981014 2.299051 -1.922618 0.0 -0.1 -1.0 -0.06
C -2.634808 -0.342782 1.214582 -5.6 -0.5 1.0 -0.08
C -3.472395 1.093341 -1.682402 -1.3 -5.2 -4.0 -0.62
C -1.858193 -4.856523 -0.819977 1.5 -1.2 0.0 -0.19
C -2.052253 1.650334 -1.132848 0.0 1.4 0.7 -0.10
C 0.979193 3.812207 -1.319692 -2.1 0.8 -0.9 -0.17
C 2.935413 -2.844873 1.931690 0.4 0.4 -0.5 -0.10
C 4.935995 4.861711 -0.363230 2.2 -3.5 3.5 -0.20
C 3.736568 4.003882 -1.056959 -0.2 -3.5 -0.7 -0.10
C -0.379794 -1.764709 0.199005 0.0 -1.5 2.8 -0.12
C -0.614032 -5.801921 2.055570 0.7 0.2 0.5 -0.12
H -1.336045 0.719132 4.345796 0.5 -1.8 -1.3 0.11
H -2.369201 -4.187904 -2.933235 0.1 1.2 2.3 0.13
H 1.905261 -1.083574 0.353110 -1.5 -1.7 -0.4 0.13
H -0.712929 -4.832883 2.742306 0.0 -2.0 -1.8 0.09
H -5.873740 -2.362335 1.644091 1.7 2.5 0.3 0.11
H 1.266538 0.148471 -1.319529 -1.5 2.2 0.9 0.08
H 3.380236 -1.944900 2.538424 -0.8 -1.8 -1.1 0.11
H 0.242487 2.294579 -2.861085 1.5 0.1 2.2 0.16
H 1.644447 -2.909649 -0.329049 -1.2 2.2 0.9 0.11
H -0.325957 -6.674303 2.815436 -0.8 1.6 -1.8 0.09
H -2.854650 2.029741 2.006509 -1.1 -2.6 -0.3 0.09
H 0.329491 -5.661011 1.348868 -2.1 -0.2 1.4 0.08
H 3.114959 -3.872826 2.458682 -0.5 2.0 -0.9 0.11
H 1.228228 1.350971 0.108539 -1.3 -0.5 -1.4 0.11
H 2.050250 2.072618 -2.403979 -2.3 0.8 1.2 0.15
H -5.407368 1.977109 2.949021 1.3 -2.5 -1.3 0.12
H -1.734633 2.445216 -1.968502 -0.4 -2.1 1.7 0.15
H -2.785412 -6.485481 2.060950 1.6 0.8 -2.0 0.14
H -3.319518 -2.629624 0.718900 -0.9 2.1 1.0 0.09
H 3.462425 -2.877171 0.884392 -0.8 0.0 1.9 0.09
H -0.395178 2.623397 3.116937 0.3 -0.3 -1.4 0.08
H -1.755780 -7.145228 0.607081 -0.5 1.8 0.8 0.12
H -2.206539 2.348204 -0.173751 0.0 -1.7 -2.2 0.11
H -1.813136 -5.908467 -1.381872 -0.1 2.3 0.8 0.15
H -0.732838 -4.607777 -0.533222 -2.2 -0.2 -0.8 0.12
H -3.717654 -3.911523 -1.674202 2.6 0.6 -0.3 0.17
H -1.673756 -2.569768 -4.207532 1.4 0.5 0.3 0.06

***

Entry 3:
56
Properties=species:S:1:pos:R:3:forces:R:3:lowdin_charge:R:1 method="wB97M-V/def2-TZVPD" gap_ev=8.35 relative_energy_kj_mol=15.2 total_charge=0 smiles="Cc1cccc(NC(=S)N(Cc2cccc(Br)c2)C[C@H]2CC[C@H](C(=O)O)CC2)c1" homo_energy_ev=-8.13
Br 0.643770 -2.118984 5.307277 0.0 0.1 -0.1 0.74
S 2.031903 0.577420 -1.423560 0.5 0.1 -0.3 0.74
O -4.420828 0.808859 -5.833098 -0.1 0.0 -0.1 0.13
O -5.632371 -0.531829 -4.559853 -0.5 -0.2 -0.2 0.11
N -0.280630 0.897207 -0.160838 0.1 -0.3 0.1 -0.11
N 0.859948 -1.047654 0.302898 -0.7 -0.1 -0.1 0.06
C -3.969721 1.323020 -2.673240 0.0 -0.3 0.3 -0.14
C 1.661728 -2.869175 1.615717 0.0 0.1 -0.1 -0.05
C 2.640643 -3.466785 2.384939 0.0 0.0 0.0 -0.10
C -2.123813 0.580342 -4.205460 0.0 -0.3 0.2 -0.14
C 1.943380 1.315541 3.396777 -0.1 0.0 0.0 -0.06
C 0.833852 0.140502 -0.377838 0.1 0.0 -0.4 -0.80
C -0.165351 -0.462115 3.146195 0.0 0.2 0.1 -0.10
C -4.533009 0.209241 -4.805497 0.4 -0.1 0.4 -0.51
C 1.915534 -1.651965 0.988106 0.4 -0.2 0.1 -0.25
C 5.476403 -0.988909 2.081060 0.0 0.0 0.0 -0.04
C -1.125764 0.729517 -3.062865 -0.1 0.3 -0.2 -0.17
C 1.003631 1.491152 2.398045 -0.1 0.0 0.0 -0.03
C -0.543916 2.060011 -0.981397 -0.2 0.4 -0.6 -0.17
C 1.849134 0.245954 4.270029 0.0 -0.1 0.1 -0.12
C 4.139760 -1.645205 1.917992 -0.2 -0.1 0.1 -0.27
C -0.050447 0.595265 2.255456 0.0 0.1 0.3 -0.22
C 0.786699 -0.628380 4.135962 0.0 -0.1 0.2 -0.67
C 3.157521 -1.049482 1.143030 0.1 0.0 0.0 -0.02
C -3.517630 0.247495 -3.673415 0.0 0.3 -0.3 -0.25
C -1.006225 0.741961 1.091790 -0.1 -0.1 0.3 -0.11
C -2.960725 1.454587 -1.535799 0.0 0.3 -0.3 -0.16
C 3.872623 -2.858616 2.541335 0.0 0.0 0.0 -0.06
C -1.581268 1.814872 -2.088262 0.2 -0.3 0.4 -0.30
H 6.224802 -1.519731 1.492914 0.1 0.0 0.0 0.08
H -2.904159 0.506978 -0.995611 0.0 -0.1 0.1 0.11
H 0.693536 -3.338862 1.508011 -0.1 0.0 0.0 0.11
H 4.630861 -3.325003 3.152538 0.1 -0.1 0.1 0.11
H -3.301524 2.223899 -0.839050 0.0 0.0 0.1 0.12
H 0.400453 2.352757 -1.449216 -0.2 0.0 0.2 0.06
H -1.691178 -0.116262 1.058535 0.0 0.1 0.1 0.12
H 2.764610 2.008768 3.490994 0.1 0.1 0.0 0.11
H 2.433634 -4.405488 2.876548 0.0 -0.1 0.0 0.10
H -0.039820 -1.453433 0.522463 0.1 0.2 0.1 0.14
H -0.980130 -1.166827 3.062491 -0.1 -0.1 0.0 0.11
H 3.357308 -0.105367 0.663046 0.0 0.0 0.0 0.06
H -1.029910 -0.221449 -2.532835 0.1 -0.1 0.1 0.12
H -0.882012 2.879039 -0.340410 0.0 -0.1 0.1 0.13
H -1.669371 2.757136 -2.639751 0.0 0.1 0.0 0.15
H -2.181481 1.507477 -4.777199 0.0 0.0 -0.1 0.13
H 1.100858 2.315006 1.707180 0.0 0.1 -0.1 0.12
H -0.143864 0.981291 -3.463810 0.0 -0.1 0.0 0.10
H -1.618359 1.636636 1.229672 0.0 -0.1 -0.1 0.13
H -3.492798 -0.727204 -3.168803 0.0 0.0 0.0 0.15
H -5.602085 -0.970887 -3.699965 0.2 0.1 -0.1 0.11
H 5.446628 0.043135 1.741662 0.1 0.1 0.0 0.08
H -4.052736 2.276029 -3.199450 -0.1 0.0 0.0 0.13
H -4.955669 1.077773 -2.268423 0.0 0.1 -0.1 0.12
H -1.796105 -0.206474 -4.886730 0.0 0.0 -0.1 0.13
H 2.590481 0.090170 5.037506 0.1 0.0 0.1 0.10
H 5.793196 -1.012952 3.122206 0.1 0.0 0.1 0.08

***

Entry 4:
63
Properties=species:S:1:pos:R:3:forces:R:3:lowdin_charge:R:1 method="wB97M-V/def2-TZVPD" gap_ev=7.18 relative_energy_kj_mol=0.0 total_charge=0 homo_energy_ev=-7.61
I 3.206710 3.475188 2.808518 0.0 0.0 0.0 0.66
I 1.359495 0.453408 3.185027 0.2 0.1 0.2 1.07
Se 0.659171 3.909634 -1.467219 0.0 0.2 0.0 0.66
Se -0.883513 3.076538 -2.970545 0.0 0.0 0.0 0.66
Ca 0.051736 0.127462 0.103538 0.0 1.2 -0.2 1.06
S -2.261438 -0.262109 -1.418087 0.1 -0.1 -0.2 0.53
S -2.645827 -2.513198 -3.424886 -0.1 -0.1 0.0 0.84
O -0.582627 -0.745082 1.917424 -0.3 0.0 0.4 -0.69
N 2.438659 -0.502178 -0.060133 0.0 -0.2 -0.1 -0.01
N 0.322728 -1.788973 -1.212244 0.0 -0.5 -0.2 -0.14
N 1.032143 1.011700 -2.764035 -0.1 0.0 0.1 0.01
N -0.618718 -2.403430 -1.966859 0.1 0.0 0.0 -0.11
N -0.570946 2.597247 0.691462 0.0 -0.2 0.0 -0.03
C -0.301705 0.961989 -4.752000 0.0 -0.1 0.0 -0.11
C 0.067567 1.494608 -3.521908 -0.1 0.1 0.0 -0.70
C -2.889856 -0.626355 2.613943 0.0 -0.1 0.0 -0.05
C -1.911249 -2.706550 1.624115 0.0 0.0 0.0 -0.05
C -4.179389 -1.577821 -3.550943 0.1 0.1 0.0 -0.44
C -1.623238 -1.483765 2.502555 0.1 -0.2 0.0 -0.76
C -1.284551 2.534000 1.816884 -0.1 0.0 0.1 -0.16
C -1.881474 3.639800 2.401751 0.0 0.0 0.0 -0.03
C 1.734231 -0.011004 -3.253464 0.1 -0.2 0.0 -0.15
C 3.676260 -2.543560 -0.037532 -0.1 0.0 0.0 -0.01
C -0.429714 3.786174 0.113675 0.1 0.1 0.0 -0.69
C -1.207274 -1.958350 3.898102 -0.1 0.0 0.0 -0.08
C 4.809188 -1.866460 0.372868 0.0 0.0 0.0 -0.05
C -1.710124 -1.695016 -2.170544 -0.1 0.0 0.0 -1.12
C 1.466760 -0.612320 -4.468341 0.0 0.0 0.0 -0.05
C 1.325761 -2.495410 -0.843969 0.1 0.0 -0.1 -0.09
C 3.534210 0.140406 0.326615 0.1 0.0 0.1 -0.17
C 2.501299 -1.827631 -0.261226 0.1 -0.1 -0.1 -0.27
C 0.404732 -0.128632 -5.221653 0.0 0.0 0.1 -0.06
C -1.724468 4.872420 1.795723 0.0 0.0 0.0 -0.05
C 4.747513 -0.491840 0.546343 0.0 0.0 0.0 -0.05
C -0.983241 4.949442 0.626185 0.0 0.0 0.0 -0.10
C 3.058021 1.597681 3.814141 0.0 0.0 0.0 -1.14
H 3.691117 -3.612936 -0.198110 0.0 0.0 0.0 0.12
H 3.969867 1.056701 3.589484 0.0 0.0 0.0 -0.05
H -3.123209 -0.175761 1.646514 0.0 0.0 0.0 0.06
H -4.972099 -2.285325 -3.785568 0.0 0.0 0.0 0.03
H 2.544482 -0.367896 -2.628270 0.0 0.0 0.0 0.10
H 1.375242 -3.563345 -1.051968 0.0 0.0 -0.1 0.13
H 5.612138 0.081671 0.847665 0.0 0.0 0.0 0.11
H -2.758570 0.166401 3.354926 0.0 0.0 0.0 0.07
H -1.372051 1.551136 2.261940 0.0 0.0 0.0 0.05
H -1.112862 1.396936 -5.320739 0.0 0.0 0.0 0.10
H -3.746623 -1.229089 2.921468 0.0 0.0 0.0 0.08
H -0.310885 -2.577170 3.832805 0.0 0.0 0.0 0.08
H -2.451889 3.522865 3.311933 0.0 0.0 0.0 0.11
H -1.005846 -3.309332 1.526651 0.0 0.0 0.0 0.08
H 0.147101 -0.578375 -6.170629 0.0 0.0 0.0 0.11
H -2.000024 -2.546038 4.364910 0.0 0.0 0.0 0.08
H 5.733040 -2.402990 0.543500 0.0 0.0 0.0 0.11
H -2.224847 -2.390972 0.627432 0.0 0.0 0.0 0.05
H -0.829930 5.887851 0.113692 0.0 0.0 0.0 0.10
H -2.698921 -3.331037 2.051885 0.0 0.0 0.0 0.08
H 2.996952 1.815714 4.873659 0.0 0.0 0.0 -0.05
H -4.390469 -1.091375 -2.602237 0.0 0.0 0.0 -0.02
H 2.066261 -1.443759 -4.807073 0.0 0.0 0.0 0.11
H -0.988810 -1.107783 4.545757 0.0 0.0 0.0 0.05
H -2.172843 5.761592 2.218583 0.0 0.0 0.0 0.11
H 3.430955 1.210153 0.473823 0.0 0.0 0.0 0.08
H -4.114115 -0.825865 -4.335302 0.0 0.0 0.0 0.03